C4H7ClS in the gas phase at a distorted geometry. Source: the OMol25 dataset; level of theory: ωB97M-V/def2-TZVPD.

Geometry as XYZ:
```
13
Properties=species:S:1:pos:R:3:forces:R:3:lowdin_charge:R:1
H 0.480 -0.043 1.439 0.11 -0.66 -1.22 0.116
H -0.822 -1.285 -1.020 -0.27 -0.33 -0.67 0.090
H -0.006 1.800 -0.027 0.61 -0.06 -0.16 0.084
Cl -3.554 -0.793 -0.183 0.91 0.21 0.65 0.562
H 1.769 1.551 0.154 0.46 0.11 0.62 0.058
H 1.022 1.139 -1.373 -0.44 -0.12 1.30 0.098
S 1.903 -1.464 0.000 -0.65 0.57 0.06 0.697
H 2.567 -0.767 -0.955 -0.38 -0.08 0.30 -0.147
C 0.862 1.148 -0.242 -1.12 -0.26 -2.08 -0.143
C -1.975 -0.418 0.514 1.11 -0.20 -0.24 -0.538
C 0.497 -0.241 0.315 1.69 0.73 2.00 -0.705
C -0.825 -0.738 -0.106 -1.38 0.39 0.12 -0.257
H -1.917 0.110 1.484 -0.64 -0.30 -0.69 0.085
```
Positions in Å, forces in eV/Å.

Values from the calculation:
Calculated total energy (Eh): -1014.95216
SMILES string: C[C@H](S)/C=C/Cl
HOMO (eV): -9.26
LUMO level (eV): 0.88
Kohn-Sham gap (eV): 10.137
ΔE to the lowest compared entry with this formula, charge and spin (kcal/mol): 10.5